# C47H102N8O55

A 21-piece molecular cluster, C47H102N8O55 overall in a non-equilibrium geometry (ωB97M-V/def2-TZVPD, the Open Molecules 2025 dataset).

Structure (ORCA input):
```
! RIJCOSX wB97M-V def2-TZVPD def2/J DEFGRID3
* xyz 0 1
C -2.911 5.011 3.815
O -3.157 4.218 2.660
C -2.153 4.098 1.730
O -1.133 4.707 1.729
O -2.623 3.203 0.853
C -1.693 2.785 -0.220
H -3.865 5.361 4.233
H -2.263 5.839 3.557
H -2.462 4.365 4.576
H -2.389 2.222 -0.841
H -0.916 2.190 0.243
H -1.330 3.672 -0.731
C -6.570 -0.193 -2.830
O -7.706 -0.373 -1.967
C -8.415 -1.491 -2.115
O -9.333 -1.890 -1.424
O -7.913 -2.236 -3.107
C -8.531 -3.557 -3.289
H -5.875 -1.004 -2.726
H -6.248 0.739 -2.381
H -6.887 -0.196 -3.870
H -9.350 -3.397 -4.014
H -8.866 -3.824 -2.281
H -7.728 -4.203 -3.687
C 0.860 6.018 -0.482
O 1.405 6.379 -1.726
C 0.944 5.668 -2.792
O 0.289 4.674 -2.702
O 1.530 6.117 -3.926
C 2.443 7.203 -3.845
H 1.464 6.533 0.256
H 1.112 4.984 -0.302
H -0.220 6.138 -0.366
H 1.903 8.092 -3.517
H 2.778 7.175 -4.873
H 3.246 6.951 -3.191
C -0.145 -0.602 -6.310
O -0.466 -1.705 -7.187
C -0.311 -2.946 -6.680
O -0.326 -3.939 -7.364
O -0.196 -2.938 -5.366
C 0.315 -4.099 -4.787
H 0.489 -0.887 -5.477
H -1.032 -0.202 -5.834
H 0.491 0.076 -6.865
H 1.271 -4.464 -5.194
H -0.428 -4.869 -4.956
H 0.372 -4.004 -3.727
C 1.973 4.377 2.468
O 2.478 3.797 3.664
C 3.218 4.639 4.437
O 3.696 5.642 4.003
O 3.404 4.142 5.647
C 2.691 2.894 5.988
H 2.813 4.629 1.861
H 1.503 5.317 2.740
H 1.179 3.734 2.127
H 2.832 2.932 7.070
H 3.218 2.065 5.544
H 1.648 2.923 5.684
C -4.027 -7.342 -3.785
O -4.313 -6.831 -2.504
C -5.014 -5.686 -2.460
O -5.335 -4.915 -3.333
O -5.239 -5.526 -1.138
C -6.001 -4.353 -0.777
H -3.351 -8.154 -3.455
H -3.559 -6.585 -4.409
H -4.913 -7.722 -4.263
H -5.987 -4.251 0.313
H -7.023 -4.445 -1.153
H -5.506 -3.468 -1.194
C 1.762 -5.233 -0.961
O 2.225 -4.201 -1.924
C 2.809 -3.148 -1.485
O 3.093 -2.891 -0.337
O 3.021 -2.291 -2.539
C 3.654 -1.000 -2.388
H 2.557 -5.478 -0.285
H 1.563 -6.045 -1.652
H 0.978 -4.758 -0.373
H 4.620 -1.153 -2.817
H 3.691 -0.709 -1.340
H 3.052 -0.337 -2.968
C 6.499 2.607 5.113
O 6.033 3.192 3.906
C 5.550 2.371 3.023
O 5.332 1.189 3.205
O 5.364 3.000 1.833
C 5.856 4.378 1.701
H 6.616 3.502 5.733
H 7.379 2.017 4.899
H 5.726 1.953 5.519
H 5.807 4.568 0.632
H 6.843 4.421 2.109
H 5.172 5.066 2.182
C -9.013 0.791 3.246
O -7.718 0.242 2.869
C -6.957 0.793 1.895
O -7.078 1.903 1.476
O -5.944 -0.013 1.686
C -4.940 0.309 0.576
H -9.116 0.374 4.236
H -9.791 0.491 2.547
H -9.143 1.872 3.219
H -4.097 0.781 1.033
H -5.481 0.962 -0.092
H -4.687 -0.659 0.140
C -3.914 -1.583 4.156
O -2.855 -2.332 3.584
C -2.997 -2.868 2.335
O -3.911 -2.591 1.636
O -1.857 -3.427 1.992
C -1.791 -4.061 0.703
H -3.361 -1.351 5.075
H -4.813 -2.152 4.292
H -4.058 -0.659 3.607
H -2.658 -4.603 0.385
H -0.962 -4.772 0.733
H -1.543 -3.285 -0.032
C 0.684 -2.163 6.227
O 0.177 -1.490 5.095
C 0.268 -0.215 4.908
O 0.835 0.521 5.639
O -0.386 0.052 3.779
C -0.346 1.375 3.293
H 0.581 -3.194 5.897
H 0.003 -2.026 7.051
H 1.597 -1.727 6.522
H -0.694 2.081 4.039
H -1.046 1.373 2.484
H 0.626 1.601 2.874
C 9.360 1.284 -0.322
O 8.829 0.288 0.614
C 7.573 -0.142 0.447
O 6.745 0.385 -0.246
O 7.339 -1.168 1.246
C 5.985 -1.749 1.374
H 9.620 0.763 -1.231
H 10.168 1.763 0.229
H 8.599 2.052 -0.462
H 5.802 -2.312 0.458
H 5.234 -0.949 1.423
H 6.065 -2.259 2.342
C 2.602 0.233 1.799
O 1.409 -0.465 1.409
C 0.869 -0.263 0.195
O 1.236 0.485 -0.684
O -0.259 -0.969 0.172
C -1.192 -0.948 -0.911
H 2.412 1.293 1.841
H 3.403 -0.018 1.108
H 2.808 -0.069 2.819
H -1.600 0.054 -1.096
H -2.054 -1.574 -0.628
H -0.771 -1.453 -1.748
C 6.234 -1.270 5.306
N 4.938 -1.335 6.115
O 4.259 -2.322 5.971
O 4.609 -0.445 6.840
H 6.167 -2.018 4.512
H 7.037 -1.474 5.996
H 6.342 -0.268 4.901
C 5.741 -5.674 -0.987
N 6.515 -4.496 -1.447
O 7.709 -4.644 -1.508
O 5.919 -3.480 -1.641
H 6.457 -6.486 -0.870
H 4.920 -5.831 -1.713
H 5.320 -5.387 -0.024
C -3.534 -2.857 -4.637
N -3.124 -3.101 -3.225
O -2.253 -3.893 -3.007
O -3.679 -2.460 -2.362
H -3.457 -1.769 -4.794
H -4.584 -3.133 -4.796
H -2.828 -3.442 -5.233
C -3.438 2.557 -5.119
N -3.635 1.121 -4.951
O -4.597 0.593 -5.405
O -2.877 0.511 -4.257
H -4.302 2.989 -4.629
H -3.397 2.696 -6.211
H -2.518 2.954 -4.696
C 3.744 2.822 -1.452
N 3.997 4.296 -1.632
O 3.872 4.971 -0.656
O 4.374 4.668 -2.692
H 2.844 2.743 -0.837
H 4.549 2.394 -0.846
H 3.672 2.359 -2.445
C -6.312 3.478 -1.122
N -5.078 3.546 -1.886
O -4.528 2.556 -2.302
O -4.583 4.623 -2.073
H -6.019 3.157 -0.123
H -6.927 2.647 -1.498
H -6.809 4.456 -1.189
C 0.184 1.905 -3.181
N 0.751 2.376 -4.431
O -0.036 2.622 -5.269
O 1.961 2.453 -4.518
H -0.648 2.533 -2.935
H 0.930 1.742 -2.405
H -0.207 0.915 -3.422
C 2.655 -3.083 3.339
N 2.925 -4.439 3.879
O 2.099 -4.934 4.590
O 3.986 -4.888 3.519
H 2.724 -3.152 2.267
H 3.428 -2.426 3.711
H 1.649 -2.820 3.667
*
```

Properties
HOMO-LUMO gap (eV): 10.6534
Largest force on an atom (hartree/bohr): 0.0726
LUMO (eV): -0.016

Mulliken atomic charge list, values in e, 4 entries: number 1, C, carries -0.76; number 2, O, carries -0.29; number 3, C, carries 0.70; number 4, O, carries -0.46